Entry 1:
Here is 10 unconnected molecules or ions with the total composition C56H141N9O20 at a distorted geometry from the Open Molecules 2025 dataset. Energies are from ωB97M-V with the def2-TZVPD basis set.

XYZ file:
```
226
Properties=species:S:1:pos:R:3:forces:R:3
H 16.345 13.153 19.923 -0.14 -0.06 0.61
H 11.259 22.837 20.622 0.43 -0.41 0.15
C 11.619 17.906 15.917 -0.20 -1.38 -1.14
H 21.072 22.410 24.664 0.23 -0.28 0.74
H 14.483 16.738 20.677 0.48 0.21 -1.04
H 25.248 19.670 21.803 -0.36 -0.42 -0.16
H 9.941 20.439 18.757 0.58 -0.43 -0.57
H 11.527 12.532 16.355 -0.36 0.32 -0.03
H 22.183 16.640 23.310 0.51 -0.64 -0.73
N 12.540 14.378 22.619 0.81 0.21 0.42
H 20.613 20.472 19.706 0.97 -0.19 -0.47
C 19.048 14.368 23.005 0.90 0.12 0.06
H 15.359 16.587 15.875 0.02 -0.10 0.33
H 11.586 12.394 18.167 0.34 0.67 -0.61
H 16.611 18.544 19.917 0.40 -0.71 -0.42
H 22.822 19.849 13.865 0.36 -0.94 0.04
H 13.887 12.905 16.146 -0.51 -0.29 0.35
H 15.910 17.184 17.969 0.50 -0.58 1.15
H 14.262 12.446 23.668 -0.48 0.06 -0.10
C 14.646 16.982 19.583 0.35 -0.15 0.74
C 21.097 22.561 23.605 -0.95 1.14 -0.06
H 20.467 14.456 16.777 -0.79 0.23 0.23
H 13.490 18.220 16.459 0.66 -0.11 -0.11
O 15.749 21.683 22.225 -0.93 1.08 0.58
H 18.679 10.890 19.470 -0.78 0.01 0.27
H 19.753 17.692 25.435 -0.63 1.43 0.34
H 20.290 18.447 11.569 0.66 -1.45 0.21
C 18.103 13.754 13.500 -0.49 0.97 1.68
H 14.347 11.582 18.205 0.35 0.73 0.15
H 11.489 9.114 17.413 -0.08 0.05 0.61
H 18.821 12.671 16.517 0.32 0.10 -0.51
C 22.572 22.849 21.885 2.06 0.94 0.20
H 15.749 20.925 14.536 0.20 -0.70 -0.62
H 20.862 23.669 23.455 0.28 -1.30 -0.08
C 16.686 12.611 19.046 -0.32 1.09 -0.77
O 21.954 17.265 12.195 2.14 1.69 -1.23
H 16.280 14.701 25.741 0.11 0.12 -0.47
N 13.087 21.511 16.595 -0.24 -1.54 -1.24
H 20.021 16.790 12.309 0.26 0.27 -0.89
H 18.434 20.145 14.178 0.73 0.28 -0.22
H 24.931 18.762 11.664 0.53 -0.43 0.22
C 11.192 18.426 17.229 -0.45 0.39 0.76
H 24.460 20.246 13.594 0.66 0.25 -0.57
H 14.065 16.282 18.992 -0.99 0.14 -0.14
C 11.280 14.852 20.602 -0.40 -0.59 -1.88
H 11.853 19.251 17.525 0.15 -0.19 0.20
H 11.471 18.648 15.159 -0.20 0.90 -0.62
C 22.459 17.111 22.352 0.98 -0.45 0.88
C 15.876 17.948 13.002 0.19 0.50 -0.12
H 23.211 16.658 21.670 -0.07 -0.48 0.93
O 22.871 18.378 22.728 0.53 1.19 0.01
H 22.365 18.212 17.904 0.19 -0.16 0.02
H 16.085 16.974 12.547 -0.34 -0.02 -0.30
C 23.142 18.894 17.555 -0.35 0.10 0.89
H 24.160 20.496 22.871 -0.06 -0.02 -0.29
C 13.225 18.745 20.098 -0.63 0.95 1.07
H 19.549 20.421 21.111 0.35 0.59 -0.47
H 23.744 20.656 15.820 -0.07 0.44 0.34
H 12.000 14.204 20.038 -0.29 0.66 0.11
C 11.869 23.307 17.458 0.45 0.73 -1.21
H 10.941 17.071 15.610 0.55 0.23 0.27
N 15.091 19.268 23.890 -0.19 -0.26 1.31
H 9.383 16.315 18.225 0.14 0.35 0.23
O 15.067 14.264 24.111 -0.03 1.37 0.87
H 16.118 12.721 16.936 0.31 -0.09 -0.65
C 19.336 18.605 24.911 1.03 -1.60 -1.18
H 17.719 12.958 18.884 0.00 -0.13 -0.27
H 9.370 18.774 19.077 0.02 -0.12 0.37
H 14.967 23.416 21.211 -0.92 0.04 0.90
H 15.031 18.606 24.682 -0.11 0.89 -0.50
H 14.797 22.326 14.849 -0.18 1.71 -1.14
H 22.262 19.898 21.498 -1.67 0.74 -0.25
O 16.620 11.238 19.204 0.50 -1.33 0.44
O 23.264 18.690 16.155 -0.18 0.29 1.62
H 13.258 18.477 21.207 0.26 -0.07 -1.24
H 13.895 23.395 16.612 1.08 1.14 0.26
H 19.480 19.601 25.389 0.00 -0.85 -0.11
O 15.936 21.835 16.334 -0.24 -0.80 0.74
H 17.193 15.311 23.579 0.18 -0.09 -0.06
N 24.300 18.157 13.597 0.36 1.63 -0.22
H 13.849 21.167 22.618 0.25 0.07 1.01
H 18.254 18.789 22.603 -0.36 0.00 0.13
H 18.017 17.630 18.057 0.46 0.57 -0.57
C 10.080 15.549 18.550 0.45 -0.52 1.29
H 19.767 14.630 23.796 -0.53 -0.26 0.09
H 15.305 15.865 14.284 0.60 -0.82 -0.58
H 20.322 21.935 23.173 -0.48 0.13 -0.23
H 18.221 14.857 13.576 -0.13 -0.68 -1.07
H 16.076 22.517 20.430 -0.35 -0.73 -0.20
C 13.845 13.947 22.114 0.32 0.41 -0.27
H 17.613 20.134 23.569 0.17 -0.48 0.08
C 13.583 17.011 14.713 0.03 -0.23 2.30
H 24.661 22.726 22.341 0.23 0.05 1.01
C 11.283 10.163 17.675 -0.68 -1.94 -0.66
H 15.873 17.646 23.050 0.77 0.18 -0.01
O 12.322 10.851 17.158 2.54 0.94 -1.37
H 15.433 20.185 17.590 0.80 0.36 -0.44
O 10.787 15.952 19.763 -0.35 -0.99 -0.06
C 24.259 20.145 21.830 -0.27 -0.60 0.95
H 11.170 15.869 22.394 -1.45 0.49 1.15
H 16.898 15.995 21.225 1.04 -0.54 0.45
H 19.036 13.304 13.165 -0.12 -0.11 -0.48
H 18.188 17.345 16.243 -0.16 -0.19 -0.50
H 12.271 18.320 19.670 0.94 0.64 0.42
C 15.128 21.425 15.254 0.75 -0.15 0.68
C 13.835 20.738 15.586 -0.17 1.38 -0.11
H 19.965 18.516 23.964 -0.64 0.74 0.73
H 19.275 18.409 20.800 0.35 -0.53 -1.26
H 10.190 22.556 19.253 -0.69 -0.03 -0.10
H 15.365 13.250 25.913 -0.38 -0.63 0.18
C 19.104 13.305 15.641 -0.88 -1.88 1.23
C 18.194 17.522 19.119 1.95 -0.36 -0.42
H 18.728 15.075 16.721 -0.57 0.05 0.99
H 13.912 19.716 15.853 0.29 -0.64 0.61
O 14.364 18.360 19.369 -0.47 -1.01 0.43
H 16.056 18.984 21.977 -0.33 0.40 0.43
C 16.139 18.722 23.046 -0.62 -0.74 -0.79
H 20.657 16.953 16.444 -0.37 -0.39 -0.31
O 17.466 15.231 21.514 -0.65 0.67 0.22
C 17.694 10.741 19.996 1.13 1.61 0.07
N 14.372 12.615 18.176 0.32 -0.59 0.18
H 16.892 21.134 17.924 0.82 0.29 1.09
C 20.113 16.850 15.472 2.30 0.93 0.25
H 17.625 9.690 20.190 -0.59 -0.51 0.00
H 22.548 19.270 11.828 0.32 -0.85 -0.58
H 21.924 22.562 21.097 -0.92 -0.45 -0.83
H 14.437 21.752 20.602 0.04 0.47 0.12
H 14.350 20.696 25.161 -0.19 0.21 -0.02
H 10.948 24.141 19.547 -0.53 1.06 -0.06
C 15.775 13.066 17.894 -1.04 -0.22 1.53
O 17.927 13.405 14.903 -0.56 -0.61 -1.17
H 16.732 18.590 12.774 -0.49 0.32 -0.58
O 18.698 19.783 19.410 0.38 -0.62 -0.40
H 20.818 17.291 14.743 -0.21 -0.14 0.15
H 20.646 15.109 14.632 -0.29 0.30 -0.23
C 19.219 18.465 19.663 -1.33 1.04 0.61
H 17.194 13.427 12.955 0.74 0.12 0.28
H 10.898 22.940 17.080 0.25 -0.04 0.13
H 14.871 18.359 12.737 0.96 -0.20 -0.54
H 13.544 21.426 17.472 0.37 -0.65 0.86
N 16.983 17.589 19.785 -2.22 0.26 1.59
C 24.013 22.588 21.500 0.76 -0.89 -1.75
C 14.703 21.605 23.203 -0.21 -1.27 0.04
H 11.272 10.320 18.743 -0.78 -0.13 0.53
H 15.549 12.898 22.652 1.27 -0.20 -0.52
O 17.983 18.310 24.601 -0.24 0.86 -0.51
H 8.412 19.923 18.153 -0.77 0.03 -0.28
H 18.501 13.442 23.242 0.45 -0.12 -0.06
H 12.539 16.294 21.569 0.37 -0.65 -0.14
N 24.234 21.247 20.891 0.09 0.48 0.11
C 12.144 12.246 17.204 -1.69 -1.12 1.15
C 15.900 13.840 25.189 0.32 -0.52 -1.62
O 12.160 22.738 18.716 -0.65 0.57 0.71
C 23.864 19.482 14.057 0.26 0.35 1.07
C 24.309 18.006 12.157 -1.19 -0.40 -0.21
H 16.055 20.999 24.869 -0.33 -0.14 -0.48
H 18.533 16.509 19.239 0.62 -0.74 0.05
C 11.063 23.085 19.589 1.27 -0.69 -0.44
H 19.909 12.750 15.117 -0.20 0.42 -0.08
H 13.701 13.199 21.324 0.17 0.41 -0.13
H 16.705 13.244 24.688 -0.17 0.35 1.01
O 15.946 17.841 14.382 -1.17 -1.38 1.53
H 16.254 15.787 18.980 0.97 -2.06 0.21
H 15.808 14.164 17.963 -0.18 -0.27 -0.50
H 25.128 19.541 15.886 0.20 -0.11 -0.08
C 19.397 19.941 14.703 -0.85 -1.22 -1.45
H 10.364 10.364 17.117 -0.45 0.39 0.55
C 15.109 20.664 24.385 0.04 -0.17 -1.46
H 22.801 19.908 17.894 0.21 -0.41 -0.86
H 10.779 15.341 17.750 0.38 0.01 -0.28
N 12.998 17.487 15.978 -0.01 -0.89 0.34
C 20.692 17.357 11.617 -1.42 1.16 0.23
H 10.470 14.148 20.892 0.07 0.56 -0.16
C 13.401 12.978 17.157 2.26 1.27 -1.19
H 13.305 19.854 20.106 -0.81 -0.58 -0.28
O 19.052 19.098 15.760 0.46 -1.95 0.78
H 14.505 14.802 21.767 -0.88 -0.63 -0.15
H 24.073 18.722 18.142 -0.27 -0.18 -0.63
C 23.047 19.212 21.605 2.17 -0.71 -0.28
C 17.999 15.435 22.848 -0.48 1.84 -0.52
H 16.945 20.030 16.559 -0.09 -0.16 0.13
H 24.439 23.270 20.744 -0.83 0.18 0.19
H 18.486 17.496 14.467 -0.79 0.28 -0.31
C 15.207 22.364 21.095 2.16 -0.31 -1.06
C 16.325 20.715 17.144 -1.23 -0.14 -0.77
H 20.110 19.445 13.984 -0.45 0.58 0.57
O 9.887 18.969 17.058 -0.47 1.04 2.31
H 22.959 18.109 10.449 -0.29 0.01 0.36
H 20.667 16.992 10.570 -0.06 -0.14 0.50
H 25.142 21.223 20.448 -0.18 0.47 -0.26
H 13.007 16.107 14.495 0.36 -0.17 -0.26
H 22.497 23.932 22.042 -0.28 0.10 -0.03
C 11.920 15.409 21.830 0.55 0.74 -0.91
C 17.547 19.033 23.419 1.10 0.09 0.68
C 22.929 18.250 11.543 -1.45 -0.98 1.31
H 13.137 14.037 17.204 0.07 0.26 0.32
C 18.881 17.652 15.457 -0.70 2.37 0.54
O 22.331 22.189 23.087 0.18 0.02 0.31
H 9.500 14.640 18.713 -0.04 -0.09 0.21
H 19.170 14.332 21.102 1.46 -0.13 1.11
H 12.713 14.804 23.522 0.00 -0.23 0.20
C 24.089 19.657 15.578 -0.51 -0.43 -1.80
C 12.962 22.937 16.435 -2.10 -0.88 -0.38
H 13.391 17.701 13.944 -0.24 1.04 -1.40
H 14.367 22.584 23.569 0.40 0.11 -0.08
C 9.400 19.573 18.347 0.68 -0.99 -1.59
H 24.596 16.946 11.970 0.17 0.90 -0.31
C 15.097 16.747 14.841 -0.42 1.38 0.00
H 20.186 18.418 19.170 0.29 -0.45 0.12
O 19.864 14.232 21.833 -2.01 0.16 -0.99
H 13.332 20.706 14.615 -0.55 0.16 0.10
H 21.614 17.180 21.756 -2.18 -0.02 -1.13
H 19.804 20.863 15.084 0.21 0.22 0.20
H 23.697 17.453 13.947 -0.66 -0.64 0.70
H 18.360 16.514 23.003 -0.13 -1.54 -0.53
C 16.036 16.795 19.057 -1.76 3.04 -1.18
C 19.522 14.598 16.197 1.86 1.27 -1.47
H 12.594 23.178 15.410 0.22 -0.01 0.67
H 11.813 24.415 17.493 -0.08 -0.30 0.37
N 19.800 15.510 15.045 1.05 -0.97 0.76
C 19.605 20.642 20.010 -0.66 -0.16 1.92
H 11.229 17.588 17.966 -0.09 0.83 -0.22
H 23.130 18.581 20.671 0.08 0.72 0.71
H 17.786 11.306 20.966 -0.25 -0.52 -0.70
H 19.351 21.657 19.834 -0.40 0.93 -0.21
C 14.707 13.309 23.156 -0.60 -0.89 1.03
```
Positions in Å, forces in eV/Å.

The calculation puts the HOMO-LUMO gap at 9.1 eV. The LUMO energy is 0.69 eV. Its relative energy (zero: lowest compared OMol25 entry of this formula, charge and spin) is 46.9 kJ/mol. The calculation puts the HOMO energy at -8.370 eV. The calculation puts the maximum force at 3.71 eV/Å. For the electronic energy, the calculation gives -4215.26027 hartree.



Entry 2:
Here is 5 unconnected molecules or ions with the total composition C28H65BrN5O6PS from the Open Molecules 2025 dataset. Energies are from ωB97M-V with the def2-TZVPD basis set.

XYZ file:
```
107
Properties=species:S:1:pos:R:3:forces:R:3
O -3.348 -5.606 -0.879 0.02 -0.04 -0.01
H -5.262 -4.230 -4.078 0.06 -0.05 0.20
H 11.297 3.712 4.312 0.02 0.03 -0.01
H -0.539 -3.529 -3.249 0.00 0.06 -0.04
H -6.375 1.280 0.423 -0.08 0.13 -0.31
O 2.613 -0.685 4.798 0.01 -0.14 -0.05
H -8.315 -3.976 -4.306 -0.01 -0.10 0.04
H -6.347 -2.882 -2.415 0.15 0.08 -0.05
C -1.482 -6.139 -2.820 -0.08 0.03 0.08
H 10.167 2.743 7.246 -0.01 -0.02 0.04
O 11.709 1.068 3.689 -0.03 0.07 -0.03
H -3.448 0.965 -3.745 0.05 0.02 0.02
C 11.368 1.058 4.855 -0.02 -0.18 -0.01
H -4.349 -0.545 1.366 0.09 -0.06 0.07
C -7.206 -2.610 -3.023 -0.49 -0.36 -0.34
H -5.592 0.603 -5.889 -0.06 -0.03 -0.08
H -5.282 0.638 2.239 -0.10 -0.06 0.03
C -7.318 -3.539 -4.249 0.32 0.30 -0.16
H -4.893 1.620 -0.460 -0.01 0.00 -0.13
H -6.411 -1.029 -0.276 -0.12 -0.08 -0.10
S -7.934 1.123 -1.906 -0.50 0.46 -0.05
C 11.911 3.383 5.150 -0.01 -0.09 -0.05
P -6.122 -0.156 -2.520 0.35 -0.44 -0.08
H 7.637 0.790 3.718 -0.06 0.02 -0.01
O -4.765 -1.078 -2.971 0.18 -0.30 0.19
H -2.036 -0.467 2.746 -0.02 -0.20 0.07
H 8.390 -0.378 2.617 0.05 -0.01 0.09
H 7.343 0.624 -0.321 0.02 0.01 -0.03
H -2.418 -0.158 4.441 0.06 -0.18 0.03
C 6.214 1.776 1.856 -0.16 0.07 0.01
H 8.087 2.201 -0.054 0.01 -0.01 -0.03
H -2.508 2.395 3.297 -0.04 0.03 0.19
C -0.610 0.774 3.778 -0.28 -0.41 0.19
H -4.900 -1.584 -3.776 -0.06 0.13 -0.17
H 9.149 1.203 2.882 0.04 -0.07 0.06
H -2.273 -6.842 -3.084 0.02 -0.03 0.00
H 5.876 1.760 2.907 0.03 0.00 0.00
H 0.118 4.645 -4.083 -0.01 0.01 0.01
C 1.571 0.258 4.950 -0.13 0.05 -0.16
C -5.432 0.853 0.097 0.22 -0.18 0.53
H 1.262 1.110 -2.477 0.03 -0.01 0.00
H -8.091 -2.771 -2.404 0.07 0.10 0.20
H -4.280 -0.518 -5.425 -0.17 -0.06 0.01
H 2.538 2.177 -3.101 0.01 0.01 0.00
C 1.609 1.668 -3.347 -0.11 -0.02 -0.03
C -5.569 1.380 -3.359 -0.02 -0.07 -0.26
H 1.800 4.232 -4.455 -0.01 0.05 0.00
H -1.297 3.057 -4.359 0.14 -0.08 0.00
N -7.154 -1.185 -3.423 0.11 0.20 0.94
H -1.838 -3.857 -4.414 0.01 0.04 -0.01
C -2.950 -4.693 -1.575 -0.14 0.06 0.07
H -3.563 2.382 1.227 -0.03 0.09 0.03
H -3.898 1.381 3.706 -0.10 0.20 0.10
C -4.626 0.510 1.377 -0.10 0.22 0.02
H -5.447 2.157 -2.605 0.02 -0.11 0.15
N 0.617 2.652 -3.746 0.12 0.10 0.02
Br -3.941 3.179 -4.755 -0.15 0.01 0.04
C -2.992 1.435 3.107 0.37 -0.18 -0.53
H -7.226 -2.903 -5.131 -0.02 0.06 -0.01
H -3.314 -3.657 -1.458 0.02 0.00 -0.02
H 1.785 0.958 -4.155 0.03 -0.01 0.02
C 10.988 2.048 7.061 0.07 0.10 -0.11
C -5.655 -0.402 -0.752 0.18 0.36 -0.02
H -2.555 0.943 1.056 0.16 0.25 -0.15
H -8.080 -0.787 -3.344 -0.08 -0.01 -0.31
H -3.900 0.917 -6.325 -0.02 0.00 -0.09
C 8.194 0.682 2.789 0.05 0.06 -0.24
N 7.430 1.230 1.685 0.09 -0.06 0.09
C 0.974 4.057 -3.762 0.07 -0.19 -0.03
O -0.973 1.068 -4.094 0.03 0.03 0.01
C -4.345 1.292 -4.255 -0.07 0.22 -0.23
H -0.659 1.617 4.471 0.07 0.17 -0.09
C -2.037 0.296 3.526 -0.21 0.40 0.03
H 11.885 4.134 5.934 -0.01 0.00 0.03
H -2.137 -2.798 -3.023 0.01 0.04 -0.03
C 0.260 -0.310 4.406 0.41 0.24 0.12
H 3.970 0.731 5.463 0.09 0.07 0.04
H 1.461 0.506 6.012 0.05 0.15 0.05
C -1.613 -3.691 -3.358 -0.01 -0.12 0.07
H 4.155 0.229 3.761 -0.01 0.10 -0.06
C -4.560 0.526 -5.556 0.34 0.07 0.19
H 0.531 -1.078 3.682 -0.18 -0.10 -0.03
O 5.532 2.247 0.964 0.03 -0.02 -0.01
H 10.649 1.040 7.287 0.00 -0.02 -0.01
H 11.815 2.296 7.729 -0.02 -0.02 0.04
C 3.900 -0.109 4.768 -0.20 -0.15 0.19
H -8.646 0.229 -1.208 0.10 -0.16 0.08
H 1.815 1.183 4.415 0.09 0.02 -0.08
H 10.979 0.149 5.346 0.01 0.02 0.02
H -0.288 -0.766 5.229 -0.07 -0.25 -0.07
H -6.488 -5.489 -3.721 0.20 0.03 0.24
H 1.279 4.387 -2.768 0.00 0.05 0.03
H 12.934 3.266 4.793 0.00 0.03 -0.01
C -3.381 1.382 1.620 -0.29 -0.43 0.12
H 4.604 -0.879 5.077 0.09 -0.01 -0.04
H -0.977 -6.519 -1.931 0.01 -0.03 -0.01
N 11.414 2.122 5.678 -0.02 0.08 0.10
H 8.973 0.724 0.384 0.02 0.00 0.03
N -2.041 -4.823 -2.561 0.04 0.06 -0.10
H -0.171 1.108 2.837 0.11 0.21 0.01
H -0.770 -6.070 -3.639 0.01 0.02 -0.01
C -6.246 -4.623 -4.333 -0.29 -0.01 -0.42
H -6.178 -4.974 -5.364 0.00 -0.12 0.01
H -4.716 -0.951 -0.755 -0.05 -0.17 -0.13
C -0.614 2.235 -4.089 -0.17 0.00 0.02
H -6.414 1.702 -3.972 -0.07 0.02 0.03
C 7.992 1.191 0.346 -0.09 0.03 0.03
```
Positions in Å, forces in eV/Å.

The calculation puts the HOMO-LUMO gap at 8.9 eV. The LUMO energy is 0.41 eV. The calculation puts the HOMO energy at -8.511 eV. The calculation puts the maximum force at 0.97 eV/Å. For the electronic energy, the calculation gives -5144.63764 hartree.



Entry 3:
Here is 2 unconnected molecules or ions with the total composition C2H7NO2Si at a distorted geometry from the Open Molecules 2025 dataset. Energies are from ωB97M-V with the def2-TZVPD basis set.

XYZ file:
```
13
Properties=species:S:1:pos:R:3:forces:R:3
H -1.581 0.118 1.862 0.47 0.15 -1.00
C 0.089 -0.936 -1.274 2.13 2.77 -0.48
Si -0.149 0.444 1.439 -0.24 -0.23 -0.05
O 2.882 -0.125 -0.819 -0.46 -0.16 0.07
C 0.646 0.131 -0.323 -3.69 5.00 -1.58
O 2.354 0.929 0.987 -0.60 -0.61 -1.00
H -0.961 -0.823 -1.401 -0.84 -0.14 0.40
H 0.121 1.807 1.853 -0.11 0.33 0.14
H 0.437 -1.807 -0.842 0.13 -2.48 0.31
H 0.604 -0.575 2.108 0.41 -0.51 0.81
H 0.430 1.466 -1.079 0.60 -3.65 2.29
H 0.538 -0.741 -2.254 0.06 -0.57 0.11
N 2.050 0.307 -0.042 2.14 0.09 -0.02
```
Positions in Å, forces in eV/Å.

The calculation puts the HOMO-LUMO gap at 10.2 eV. The LUMO energy is -0.64 eV. Its relative energy (zero: lowest compared OMol25 entry of this formula, charge and spin) is 696.0 kJ/mol. The calculation puts the HOMO energy at -10.878 eV. The calculation puts the maximum force at 6.41 eV/Å. For the electronic energy, the calculation gives -574.93096 hartree.